[1]
A structure of composition C20H21BeClGeN2O, computed with ωB97M-V/def2-TZVPD.

The geometry in XYZ format:
```
47
Properties=species:S:1:pos:R:3:forces:R:3
Ge -3.8466 -0.1143 1.8854 0.041 -0.040 0.046
Cl 1.3040 6.7593 -0.0906 -0.023 -0.057 -0.013
O -0.3506 1.1879 -0.9023 -0.087 0.001 0.148
N -0.0530 0.8420 1.6513 -0.053 -0.149 0.171
N -0.6524 -1.3546 0.6241 0.081 -0.147 0.053
C 0.1954 -0.2331 2.5166 0.007 0.149 -0.264
C 0.3540 2.9179 0.6121 0.012 -0.009 0.155
C -0.9737 -2.4484 -0.0168 0.006 -0.079 0.031
C 0.8631 -1.4768 4.4579 0.000 0.105 -0.039
C 0.0008 2.4153 -0.6772 0.053 -0.130 -0.059
C -5.6262 0.6936 2.0248 -0.091 0.040 -0.044
C 0.7662 4.2550 0.7779 0.016 -0.010 0.015
C 0.8121 5.0990 -0.2916 0.004 0.040 -0.049
C 0.4809 4.6257 -1.5718 0.001 0.049 -0.011
C 0.1023 3.3241 -1.7600 0.010 0.014 -0.008
C -0.8051 -3.7314 0.5467 -0.033 0.050 -0.083
C -2.7959 0.6394 0.4529 -0.003 -0.004 -0.074
C 0.0386 -2.6834 2.5392 0.005 -0.101 0.080
C 0.4604 2.0172 1.7211 0.024 0.024 -0.046
C 0.6924 -0.2422 3.7851 0.075 -0.035 0.201
C -4.1082 -2.0452 1.6183 0.029 -0.063 -0.030
C -3.0067 0.1184 3.6489 0.088 0.009 0.055
C -0.3144 -3.8468 1.8138 0.041 -0.042 0.087
C -0.1413 -1.4616 1.8887 -0.082 0.165 -0.225
C 0.5526 -2.6663 3.8620 -0.037 -0.036 -0.075
Be -1.0641 0.3729 0.3011 0.025 0.242 -0.081
H -0.1950 -4.8199 2.2751 0.006 0.010 -0.002
H -5.5421 1.7503 2.2854 -0.011 -0.008 -0.009
H -3.7053 -0.1186 4.4533 -0.024 0.011 -0.028
H 1.0456 2.3239 2.5903 0.019 0.010 -0.021
H 1.0488 4.6085 1.7624 -0.005 -0.008 -0.007
H -1.3979 -2.3238 -1.0058 0.013 -0.013 0.002
H -2.6849 1.1558 3.7708 0.016 -0.023 0.037
H -2.1322 -0.5258 3.7644 -0.065 0.029 0.018
H 1.2486 -1.4695 5.4687 -0.003 0.004 -0.001
H -3.1867 -2.6025 1.8035 -0.016 0.013 -0.007
H 0.5322 5.3055 -2.4124 0.002 -0.003 0.004
H 0.9384 0.6837 4.2888 0.000 -0.018 0.018
H -4.4226 -2.2335 0.5891 -0.003 -0.049 0.023
H 0.6916 -3.6013 4.3893 -0.007 -0.001 -0.004
H -0.1483 2.9530 -2.7448 0.003 0.010 0.002
H -6.2330 0.1984 2.7852 0.007 0.006 -0.006
H -3.2547 0.2908 -0.4857 -0.035 0.032 0.029
H -1.0871 -4.6014 -0.0289 0.003 0.002 0.005
H -6.1435 0.6230 1.0663 -0.028 0.013 0.025
H -2.9655 1.7260 0.4685 0.021 -0.016 -0.016
H -4.8756 -2.4363 2.2884 0.000 0.012 -0.006
```
Forces are in eV/Å.

Properties
M in g mol⁻¹: 422.476
Highest occupied orbital energy in eV: -7.61
Kohn-Sham gap in eV: 6.709
2S+1: 1

[2]
A cluster of 7 separate species, C20H21Br2Cl24F3O6P2 in total in a non-equilibrium geometry, computed with ωB97M-V/def2-TZVPD.

The geometry in XYZ format:
```
78
Properties=species:S:1:pos:R:3:forces:R:3
Br 5.4688 -0.8727 1.6341 -0.522 0.063 -0.082
Br 4.6116 -2.7537 -0.9624 -0.202 0.199 0.170
Cl 2.0841 -3.2164 -4.0531 -0.107 0.090 -0.083
Cl -1.2313 5.1025 -2.3848 0.061 0.044 0.011
Cl -0.2050 4.9374 4.0569 0.003 -0.001 -0.014
Cl -0.4405 -0.9305 -3.4925 -0.056 -0.087 0.055
Cl 2.8964 6.3969 -2.7847 -0.153 0.104 0.380
Cl 1.9908 6.4855 -0.0287 -0.090 -0.079 -0.031
Cl 1.4353 0.3259 -5.2876 -0.220 -0.187 -0.039
Cl 6.0721 2.9799 -6.4669 0.010 0.064 0.014
Cl -1.6374 2.4948 -1.2451 -0.004 -0.025 0.271
Cl -2.1189 4.8273 0.3562 0.009 0.104 -0.010
Cl 4.8051 6.5216 -0.6302 0.009 -0.003 -0.014
Cl -1.3400 2.4891 3.0483 -0.077 0.045 0.118
Cl 6.2072 3.2971 -3.5991 -0.012 -0.074 0.009
Cl 3.6041 -5.4575 -3.0899 -0.067 -0.118 -0.070
Cl -3.9023 4.1788 -1.8204 0.016 -0.010 0.034
Cl 3.8792 2.0982 -4.8325 0.160 0.323 0.117
Cl 2.8749 -5.3045 -5.8815 -0.013 0.024 0.017
Cl 0.5983 2.4036 5.1827 0.002 0.004 -0.012
Cl 4.8527 -3.5028 -4.8007 -0.013 0.026 -0.019
Cl 1.4206 3.1218 2.5094 -0.001 0.003 -0.008
Cl 4.4171 4.9349 -5.1227 0.051 -0.173 -0.303
Cl 3.1685 8.8198 -1.2372 0.002 -0.010 -0.007
Cl -1.2630 -0.1872 -6.1669 0.029 -0.076 0.059
Cl -0.7613 1.8371 -4.1881 0.121 0.025 -0.250
P -1.8655 -4.8524 -0.0378 -0.350 -1.344 1.500
P -1.0462 -2.7559 3.3944 -1.077 -1.056 -0.065
F 3.6561 0.2499 -0.0138 -0.627 -0.545 0.613
F 3.0493 -3.0184 1.2160 -0.223 0.220 0.130
F 2.8583 -0.4599 1.9544 -0.076 0.141 -0.883
O 1.4036 -5.5127 0.1785 -2.226 2.516 1.442
O -4.1991 1.5903 2.7176 -0.710 -0.335 0.604
O -2.4461 -3.1537 3.0980 0.103 0.567 -0.093
O -1.8466 -5.7207 1.1687 0.031 0.402 -0.322
O -6.4845 1.5648 2.7929 2.036 0.160 0.726
O 0.5562 -4.2130 1.9035 0.912 -0.740 -0.519
C -0.3681 -3.7672 -0.1368 0.183 -0.053 -1.046
C 0.7100 -1.3693 0.0462 -0.393 -1.007 -0.889
C 3.2089 7.0550 -1.1681 0.049 0.054 -0.085
C -1.8116 -0.3467 1.1376 -0.712 0.169 -0.674
C 0.1177 3.2375 3.7006 0.062 -0.047 -0.090
C -5.4078 1.8780 3.2860 -1.975 -0.068 -0.496
C 3.6420 -0.7595 0.8851 1.485 -0.127 0.561
C 0.6607 -4.6264 0.6041 1.301 -1.486 -0.823
C -5.2990 2.6767 4.5661 0.835 -0.089 -0.739
C 0.1451 -2.8465 1.9845 -0.328 -0.187 0.898
C -0.2589 0.2684 -4.7901 0.044 0.040 -0.193
C 1.9581 -1.9418 -0.6535 0.078 0.736 0.680
C -2.2243 4.1593 -1.2717 -0.084 0.023 0.038
C 3.3548 -4.3769 -4.4583 0.131 -0.100 0.095
C -3.2649 0.1716 0.9985 0.350 0.318 0.368
C -1.7014 -1.7108 0.4685 0.140 -0.139 0.394
C 3.1862 -2.0987 0.2305 0.588 0.085 -0.796
C -4.0421 0.2150 2.3216 0.693 -0.326 -0.863
C -0.3310 -2.4068 0.5675 -0.175 0.492 0.750
C 5.1409 3.3299 -5.0067 0.106 -0.101 0.001
H -3.7837 -0.3878 0.2235 -0.168 -0.171 0.064
H 1.0276 -2.3214 2.3593 0.029 0.355 -0.321
H -4.9858 -0.3129 2.2518 -0.277 0.269 0.065
H 0.1946 -0.7587 -0.6936 0.017 0.047 -0.136
H 0.9458 -0.6992 0.8634 0.105 0.074 0.039
H -1.9396 -1.6390 -0.5964 0.065 0.227 -0.125
H -0.1848 -3.6577 -1.2076 0.331 -0.160 -0.038
H -4.2960 2.5530 4.9645 0.012 -0.016 0.211
H -0.4899 -3.6266 4.3531 0.437 0.319 -0.074
H 2.2543 -1.2282 -1.4190 0.072 -0.009 -0.132
H -1.8265 -5.6722 -1.1868 0.117 0.631 -0.334
H 1.7904 -2.8800 -1.1712 -0.079 -0.147 0.078
H -1.5387 -0.4078 2.1878 0.063 0.050 0.103
H -3.0508 -4.0984 -0.1255 0.253 0.224 -0.462
H -3.4236 -0.2669 3.0774 -0.181 -0.058 0.279
H -1.1769 0.4124 0.6848 0.368 -0.171 -0.019
H -3.2163 1.1935 0.6320 -0.157 0.125 -0.018
H -6.0469 2.3652 5.2808 -0.242 0.083 -0.017
H -0.9010 -1.4576 3.9365 0.309 -0.090 -0.062
H -2.4928 -2.3200 0.8964 0.076 -0.182 0.181
H -5.3976 3.7247 4.2922 -0.260 0.150 0.177
```
Forces are in eV/Å.

Properties
M in g mol⁻¹: 1487.004
Highest occupied orbital energy in eV: -10.16
SMILES: CC(=O)OCCCC[C@@]1(CC[C@@](F)(Br)C(F)(F)Br)[C@@H]([PH2]=O)OC(=O)[C@H]1[PH2]=O.ClC(Cl)(Cl)Cl.ClC(Cl)(Cl)Cl.ClC(Cl)(Cl)Cl.ClC(Cl)(Cl)Cl.ClC(Cl)(Cl)Cl.ClC(Cl)(Cl)Cl
Kohn-Sham gap in eV: 9.935
2S+1: 1